{"formula": "C6H20NO5", "method": "ωB97M-V with the def2-TZVPD basis set", "species": ["C", "O", "C", "C", "C", "C", "C", "N", "H", "H", "H", "H", "H", "H", "H", "H", "H", "H", "H", "H", "H", "H", "O", "H", "H", "O", "H", "H", "O", "H", "H", "O"], "xyz": [[-0.193, 0.272, -2.051], [-0.005, 1.549, -2.598], [-1.117, 0.308, -0.840], [-1.294, -1.091, -0.232], [-0.643, -1.313, 1.111], [0.498, -0.755, 1.502], [1.151, -1.004, 2.826], [-2.418, 0.903, -1.176], [-0.666, -0.361, -2.821], [0.762, -0.184, -1.761], [-0.683, 0.972, -0.096], [-0.918, -1.826, -0.945], [-2.346, -1.319, -0.156], [-1.150, -1.998, 1.782], [1.051, -0.079, 0.849], [1.247, -0.074, 3.370], [2.165, -1.368, 2.690], [0.611, -1.716, 3.449], [-2.848, 0.360, -1.931], [-2.223, 1.810, -1.586], [2.328, 1.448, -0.585], [3.673, 0.726, 0.119], [2.717, 0.646, 0.136], [0.832, 1.964, -2.133], [1.591, 3.048, -0.751], [1.976, 2.418, -1.363], [1.382, -1.993, 0.093], [2.445, -0.949, -0.240], [2.219, -1.912, -0.368], [-2.940, 0.236, 1.819], [-3.448, 0.763, 0.496], [-3.753, 0.520, 1.392]], "total_charge": -1, "e_lumo_ha": 0.12945, "spin_multiplicity": 1, "e_homo_ev": -5.600, "energy_ha": -671.61140}

{"formula": "C47H59BBrFN4O13S2", "method": "ωB97M-V with the def2-TZVPD basis set", "species": ["C", "C", "C", "C", "N", "C", "C", "C", "O", "Br", "C", "N", "C", "S", "C", "C", "F", "C", "C", "C", "C", "N", "B", "C", "O", "O", "S", "O", "O", "C", "C", "C", "N", "C", "C", "C", "C", "H", "H", "H", "H", "H", "H", "H", "H", "H", "H", "H", "H", "H", "H", "H", "H", "H", "H", "H", "H", "H", "H", "H", "H", "H", "H", "H", "H", "H", "H", "H", "H", "H", "H", "H", "H", "H", "H", "H", "H", "H", "H", "H", "C", "C", "C", "O", "C", "C", "C", "O", "H", "H", "H", "H", "C", "C", "C", "O", "C", "C", "C", "O", "H", "H", "H", "H", "C", "C", "C", "O", "C", "C", "C", "O", "H", "H", "H", "H", "C", "C", "C", "O", "C", "C", "C", "O", "H", "H", "H", "H"], "xyz": [[4.302, 4.096, -1.493], [3.996, 3.150, -2.798], [3.575, 1.626, -2.308], [1.963, 1.667, -1.825], [1.663, 0.462, -1.073], [0.823, 0.342, 0.132], [0.488, -1.296, 0.223], [1.594, -2.367, -0.317], [2.025, -2.482, -1.606], [2.442, -3.818, 0.851], [-0.712, 1.038, 0.032], [-0.382, 2.503, 0.114], [-0.765, 3.352, -0.815], [-1.559, 4.329, -2.010], [-1.594, 0.612, -1.250], [-1.022, 0.726, -2.776], [-2.929, 1.309, -1.388], [-1.619, 0.892, 1.431], [-2.348, 2.233, 1.968], [-3.584, 2.901, 1.171], [-3.991, 4.266, 2.058], [-3.165, 5.396, 1.409], [-2.773, -0.314, 1.454], [-4.257, -0.202, 2.230], [-2.593, -1.690, 0.904], [-0.871, 0.385, 2.590], [0.542, 1.150, 2.985], [0.969, 0.390, 4.306], [0.497, 2.627, 3.418], [1.687, 0.800, 1.501], [2.681, -0.408, 2.089], [4.065, -0.692, 1.285], [4.888, -1.664, 2.157], [2.646, 2.083, 1.351], [3.501, 2.788, 2.459], [3.037, 4.406, 2.542], [3.659, 2.373, 3.992], [3.416, 4.158, -0.713], [5.219, 3.633, -0.905], [4.506, 5.221, -1.828], [3.092, 3.541, -3.473], [4.979, 3.103, -3.470], [3.667, 0.921, -3.243], [4.298, 1.307, -1.451], [1.440, 1.831, -2.886], [1.881, 2.717, -1.297], [2.618, 0.041, -0.902], [0.210, -1.625, 1.338], [-0.416, -1.648, -0.418], [-1.965, -0.526, -1.299], [-1.892, 0.363, -3.506], [-0.731, 1.801, -3.133], [-0.152, -0.071, -2.927], [-2.760, 1.967, 3.061], [-1.652, 3.170, 2.218], [-3.369, 3.325, 0.101], [-4.578, 2.296, 1.100], [-5.142, 4.479, 2.055], [-3.527, 4.135, 3.139], [-3.713, 6.296, 1.409], [-2.325, 5.619, 2.016], [-5.101, 0.226, 1.502], [-4.653, -1.295, 2.507], [-4.200, 0.362, 3.254], [-2.838, -2.293, 1.668], [2.074, -1.386, 2.408], [3.145, -0.121, 3.155], [4.759, 0.270, 1.183], [4.004, -1.176, 0.238], [5.786, -1.767, 1.598], [5.152, -1.062, 2.986], [2.001, 2.954, 0.842], [3.408, 1.820, 0.463], [4.630, 2.910, 2.070], [3.265, 4.880, 3.585], [1.893, 4.549, 2.332], [3.633, 5.057, 1.742], [2.719, 2.264, 4.664], [4.315, 3.223, 4.523], [4.374, 1.418, 4.056], [-1.956, -4.871, 0.361], [-1.645, -5.454, -0.800], [-2.307, -6.700, -1.234], [-2.021, -7.236, -2.296], [-3.328, -7.276, -0.335], [-3.639, -6.692, 0.827], [-2.977, -5.446, 1.260], [-3.263, -4.911, 2.322], [-1.480, -3.957, 0.694], [-0.899, -5.044, -1.471], [-3.804, -8.189, -0.668], [-4.385, -7.102, 1.497], [2.952, 8.692, -3.758], [2.878, 7.726, -2.837], [1.778, 6.742, -2.846], [1.708, 5.859, -2.002], [0.764, 6.866, -3.912], [0.838, 7.832, -4.832], [1.938, 8.816, -4.824], [2.008, 9.699, -5.667], [3.752, 9.422, -3.765], [3.614, 7.621, -2.049], [-0.036, 6.136, -3.904], [0.102, 7.937, -5.620], [-3.648, -6.550, -5.950], [-3.722, -7.516, -5.029], [-4.822, -8.500, -5.038], [-4.892, -9.384, -4.195], [-5.836, -8.376, -6.104], [-5.762, -7.410, -7.025], [-4.662, -6.426, -7.016], [-4.592, -5.543, -7.859], [-2.848, -5.820, -5.957], [-2.986, -7.621, -4.241], [-6.636, -9.106, -6.097], [-6.498, -7.306, -7.813], [0.246, -2.867, 5.351], [0.673, -3.445, 6.478], [1.121, -4.852, 6.495], [1.510, -5.382, 7.527], [1.081, -5.593, 5.220], [0.654, -5.015, 4.093], [0.206, -3.609, 4.075], [-0.183, -3.078, 3.044], [-0.086, -1.837, 5.321], [0.709, -2.914, 7.422], [1.414, -6.624, 5.249], [0.618, -5.546, 3.149]], "smiles": "CCCCN[C@]1(CC(=O)Br)[C@@](N=C=S)([C@H](C)F)[C@@](CCCN)(B(C)O)OS(=O)(=O)[C@]1(CCN)CC(C)C.O=C1C=CC(=O)C=C1.O=C1C=CC(=O)C=C1.O=C1C=CC(=O)C=C1.O=C1C=CC(=O)C=C1", "e_lumo_ha": -0.06737, "spin_multiplicity": 1, "e_homo_ev": -9.190, "energy_ha": -6517.95123}

{"formula": "C3H3AgLiO3", "method": "ωB97M-V with the def2-TZVPD basis set", "species": ["O", "C", "C", "O", "C", "O", "Li", "H", "H", "H", "Ag"], "xyz": [[0.620, -0.542, -0.653], [-0.750, -0.099, -0.719], [-0.881, 1.081, 0.030], [0.294, 0.018, 1.425], [1.160, -0.413, 0.601], [2.389, -0.450, 0.635], [2.598, -1.088, -1.193], [-1.264, -0.360, -1.646], [-1.825, 1.570, 0.282], [-0.227, 1.944, -0.102], [-2.115, -1.661, 1.341]], "total_charge": 1, "e_lumo_ha": [-0.20114, -0.20115], "spin_multiplicity": 1, "e_homo_ev": [-11.987, -11.988], "energy_ha": -496.01153}

{"formula": "C3HFKO2", "method": "ωB97M-V with the def2-TZVPD basis set", "species": ["F", "O", "C", "C", "O", "C", "K", "H"], "xyz": [[-0.319, 0.256, 2.015], [1.023, 0.977, 0.342], [0.897, 0.968, -0.946], [0.317, -0.111, 0.927], [0.592, -0.409, -1.195], [-0.197, -0.824, -0.213], [-2.900, 0.586, -1.850], [0.589, -1.441, 0.921]], "total_charge": 1, "e_lumo_ha": -0.16836, "spin_multiplicity": 1, "e_homo_ev": -14.108, "energy_ha": -964.74938}

{"formula": "C20H24O3", "method": "ωB97M-V with the def2-TZVPD basis set", "species": ["O", "O", "O", "C", "C", "C", "C", "C", "C", "C", "C", "C", "C", "C", "C", "C", "C", "C", "C", "C", "C", "C", "C", "H", "H", "H", "H", "H", "H", "H", "H", "H", "H", "H", "H", "H", "H", "H", "H", "H", "H", "H", "H", "H", "H", "H", "H"], "xyz": [[6.150, 1.379, -0.329], [4.574, 2.533, -1.521], [-4.236, -3.557, 0.607], [5.869, 2.343, -1.056], [-1.037, 1.662, 0.940], [-1.325, 0.472, 0.351], [3.306, 0.598, -1.680], [2.533, 2.339, -0.277], [2.106, -0.141, -1.377], [3.511, 1.819, -1.079], [1.313, 1.608, 0.080], [1.146, 0.320, -0.421], [7.165, 3.190, -1.270], [0.237, 2.345, 0.990], [-3.162, -1.600, -1.496], [-0.240, -0.402, -0.362], [-0.214, -1.720, 0.329], [-3.906, -1.774, 2.206], [-2.953, -0.562, 2.099], [-1.519, -2.527, 0.221], [-4.050, -2.156, 0.681], [-2.625, -0.294, 0.627], [-2.821, -1.687, 0.004], [-4.123, -3.927, -0.263], [-1.868, 2.243, 1.289], [3.889, 0.269, -2.482], [2.680, 3.374, 0.084], [1.857, -1.138, -1.768], [7.957, 2.479, -1.705], [7.482, 3.471, -0.295], [7.038, 4.070, -1.936], [0.432, 2.552, 2.042], [-0.056, 3.268, 0.485], [-3.765, -0.692, -1.779], [-3.667, -2.544, -1.796], [-2.226, -1.417, -2.016], [-0.568, -0.353, -1.346], [0.589, -2.266, 0.129], [-0.044, -1.422, 1.309], [-3.473, -2.471, 2.895], [-4.901, -1.467, 2.571], [-2.151, -0.898, 2.719], [-3.382, 0.295, 2.682], [-1.584, -3.213, 1.072], [-1.476, -3.147, -0.742], [-4.937, -1.614, 0.294], [-3.529, 0.360, 0.289]], "smiles": "CC(=O)Oc1ccc2c(c1)CC=C1[C@@H]2CC[C@@]2(C)[C@@H](O)CC[C@@H]12", "e_lumo_ha": 0.02697, "spin_multiplicity": 1, "e_homo_ev": -8.692, "energy_ha": -1002.12953}

{"formula": "C5H12N", "method": "ωB97M-V with the def2-TZVPD basis set", "species": ["C", "C", "C", "C", "C", "N", "H", "H", "H", "H", "H", "H", "H", "H", "H", "H", "H", "H"], "xyz": [[-0.683, -1.292, -0.023], [-1.072, -0.026, 0.775], [-0.371, 1.275, 0.370], [1.982, 0.449, 0.800], [1.111, 1.144, 0.081], [-0.442, -0.941, -1.466], [0.190, -1.838, 0.304], [-1.525, -1.942, 0.011], [-0.801, -0.263, 1.802], [-2.150, 0.069, 0.679], [-0.791, 1.792, -0.487], [-0.465, 1.971, 1.204], [1.683, -0.188, 1.616], [3.031, 0.570, 0.579], [1.435, 1.693, -0.798], [-1.244, -0.536, -1.947], [-0.182, -1.720, -2.074], [0.294, -0.219, -1.426]], "smiles": "C=CCCC[NH3+]", "total_charge": 1, "e_lumo_ha": -0.13135, "spin_multiplicity": 1, "e_homo_ev": -13.911, "energy_ha": -252.18736}

Copy entry 1 word for word.
{"formula": "C6H20NO5", "method": "ωB97M-V with the def2-TZVPD basis set", "species": ["C", "O", "C", "C", "C", "C", "C", "N", "H", "H", "H", "H", "H", "H", "H", "H", "H", "H", "H", "H", "H", "H", "O", "H", "H", "O", "H", "H", "O", "H", "H", "O"], "xyz": [[-0.193, 0.272, -2.051], [-0.005, 1.549, -2.598], [-1.117, 0.308, -0.840], [-1.294, -1.091, -0.232], [-0.643, -1.313, 1.111], [0.498, -0.755, 1.502], [1.151, -1.004, 2.826], [-2.418, 0.903, -1.176], [-0.666, -0.361, -2.821], [0.762, -0.184, -1.761], [-0.683, 0.972, -0.096], [-0.918, -1.826, -0.945], [-2.346, -1.319, -0.156], [-1.150, -1.998, 1.782], [1.051, -0.079, 0.849], [1.247, -0.074, 3.370], [2.165, -1.368, 2.690], [0.611, -1.716, 3.449], [-2.848, 0.360, -1.931], [-2.223, 1.810, -1.586], [2.328, 1.448, -0.585], [3.673, 0.726, 0.119], [2.717, 0.646, 0.136], [0.832, 1.964, -2.133], [1.591, 3.048, -0.751], [1.976, 2.418, -1.363], [1.382, -1.993, 0.093], [2.445, -0.949, -0.240], [2.219, -1.912, -0.368], [-2.940, 0.236, 1.819], [-3.448, 0.763, 0.496], [-3.753, 0.520, 1.392]], "total_charge": -1, "e_lumo_ha": 0.12945, "spin_multiplicity": 1, "e_homo_ev": -5.600, "energy_ha": -671.61140}